Entry 1:
This record from the OMol25 dataset describes C36H96O12 as an isolated structure at a distorted geometry. The level of theory is ωB97M-V with the def2-TZVPD basis set.

Structure (XYZ):
```
144
Properties=species:S:1:pos:R:3:forces:R:3
C 9.467680 16.832370 16.585360 -1.15 0.80 0.06
C 10.026510 18.229240 16.775290 -3.80 2.15 1.75
C 10.271730 18.531380 18.254250 1.99 -1.09 0.43
O 11.172160 18.299090 16.002910 -1.19 5.96 -2.00
H 9.311800 16.579800 15.536550 0.52 0.33 0.62
H 8.451200 16.731240 16.965650 0.35 0.21 0.78
H 10.211850 16.177300 17.038310 -1.54 0.23 0.16
H 9.393020 19.068020 16.486760 -0.66 -0.40 -0.76
H 9.507840 18.363210 19.013400 -0.39 -0.15 -0.68
H 10.771350 19.469170 18.497230 -0.42 0.61 -0.49
H 11.101600 17.850330 18.442880 -0.50 -0.47 0.89
H 11.787910 18.964480 16.318630 0.04 0.13 0.05
C 6.971490 14.355370 15.782330 -3.33 1.03 -6.99
C 6.267620 14.352160 14.418250 0.80 1.07 -1.01
C 5.899420 15.757790 13.928250 -0.95 0.54 1.42
O 7.131260 13.908680 13.427080 -0.37 -2.07 -0.63
H 7.301580 13.328790 15.941280 -0.21 -0.09 -0.28
H 6.285620 14.574530 16.600660 -0.83 1.94 -5.77
H 7.864610 14.979830 15.804610 -1.12 0.41 -0.88
H 5.471040 13.609350 14.375940 -0.63 0.38 0.52
H 6.806580 16.345390 13.787290 -0.31 -0.14 0.54
H 5.320900 16.258810 14.704390 -0.26 0.31 0.05
H 5.346510 15.854550 12.993890 -0.04 -0.57 -0.02
H 8.018380 14.164590 13.689990 -0.33 -0.66 0.82
C 11.056160 15.209480 13.298230 2.73 2.14 -1.83
C 9.660960 15.524830 13.714970 1.29 -0.45 -2.41
C 8.721340 15.571880 12.475500 1.91 -0.03 0.37
O 9.378560 14.465830 14.580540 -4.63 0.47 -2.35
H 11.474550 16.090770 12.812050 -0.12 0.50 -0.81
H 11.284830 14.409700 12.593840 -0.85 -0.16 0.13
H 11.779860 15.161980 14.111920 -0.85 -0.55 -1.24
H 9.682720 16.567690 14.031300 -0.09 -0.16 0.92
H 9.335550 15.967030 11.666360 -0.09 0.06 -0.12
H 7.880490 16.238710 12.666230 0.24 -0.72 -0.67
H 8.512590 14.511060 12.336970 -0.25 1.12 -1.60
H 10.110030 14.390270 15.197670 0.80 0.32 -0.77
C 12.775260 12.499380 13.277980 -0.16 0.58 -1.07
C 13.903930 13.073590 14.059630 1.03 -2.50 -0.94
C 15.167320 13.161070 13.263750 0.84 -0.42 -1.85
O 13.571860 14.287740 14.571290 -2.27 1.73 -1.24
H 11.816900 12.644030 13.776710 0.48 0.69 -0.20
H 12.807300 11.423820 13.104080 0.96 0.22 -0.29
H 12.810630 13.014250 12.317900 -0.60 -0.17 -0.23
H 14.016840 12.400710 14.909670 0.97 1.06 -0.73
H 15.077410 13.781500 12.372080 -0.56 0.68 -0.04
H 15.491790 12.255220 12.751640 -0.11 -0.56 0.63
H 15.968240 13.594630 13.862630 -0.85 -1.78 -2.21
H 14.018120 14.986400 14.087220 -0.31 0.13 -0.83
C 6.644530 14.139740 17.870720 1.94 -2.77 6.07
C 6.254950 15.357710 18.604770 -2.74 -1.26 -0.20
C 5.461210 14.906740 19.819350 -1.12 -0.20 0.61
O 7.298090 16.103520 18.988940 2.85 1.77 1.42
H 7.444450 14.330680 17.155330 -0.13 -0.58 4.71
H 5.786720 13.699660 17.362200 -0.10 -0.85 1.40
H 7.042910 13.404910 18.570310 -0.09 -0.35 0.87
H 5.713620 15.979690 17.891880 -0.82 0.18 0.08
H 4.735270 14.126030 19.592190 -0.23 0.21 -0.31
H 4.954460 15.671500 20.407950 -0.14 0.40 -0.38
H 6.074480 14.398630 20.563540 0.72 0.00 -0.20
H 7.370100 15.962180 19.935740 0.56 0.26 0.08
C 9.535300 13.791940 16.900700 0.28 0.40 2.10
C 11.019530 14.265440 16.827750 -0.62 -1.85 0.51
C 12.129080 13.166650 16.713640 -1.45 1.06 1.85
O 11.166780 14.950090 15.671200 -3.25 -6.93 -0.75
H 9.282030 12.904530 16.320640 0.18 2.15 -0.52
H 8.701280 14.479430 16.759770 2.79 0.34 0.36
H 9.399150 13.398500 17.908060 0.02 1.26 -0.03
H 11.172500 14.977620 17.638610 0.36 -0.57 0.79
H 13.106480 13.574550 16.971310 -0.52 0.54 -1.10
H 12.157190 12.682900 15.737270 -0.74 1.58 0.60
H 12.107460 12.362960 17.449650 -0.63 0.16 0.06
H 11.939970 15.500130 15.816920 1.67 0.13 -0.85
C 11.083720 12.719510 20.062300 1.47 -0.33 0.72
C 12.570890 12.244380 20.107530 -0.65 0.56 -1.02
C 13.535290 13.291050 19.592150 -0.63 0.44 -0.58
O 12.997300 11.959050 21.373290 0.08 -0.27 3.17
H 10.687710 12.552170 19.060660 -0.07 0.18 0.51
H 11.034480 13.764270 20.369140 -0.08 0.14 -0.26
H 10.543350 12.159170 20.825270 -0.20 -0.21 -0.25
H 12.624620 11.256510 19.650020 -0.01 0.15 -1.38
H 13.356110 14.279710 20.014690 -0.43 0.02 0.06
H 13.546620 13.315460 18.502480 -2.27 1.05 2.13
H 14.604670 13.124280 19.721470 -0.59 -0.60 1.17
H 13.949890 11.860090 21.307160 0.03 -0.08 0.35
C 13.124210 11.035160 15.827700 1.19 -2.08 0.82
C 14.194110 9.971160 16.123300 -0.33 -1.77 1.21
C 14.487980 9.745790 17.652690 -0.46 0.44 -0.26
O 13.730950 8.720640 15.588170 -0.62 0.13 -0.40
H 12.958640 11.210860 14.764780 0.15 -0.97 0.82
H 13.407490 11.974930 16.301730 0.94 -1.68 -0.23
H 12.140070 10.806790 16.236890 0.92 -0.49 0.06
H 15.170980 10.118480 15.662730 -0.02 0.76 -0.23
H 13.618070 9.483630 18.254890 -0.36 0.10 -0.33
H 14.897420 10.654990 18.092930 -0.43 -1.13 -0.14
H 15.182480 8.932570 17.863500 0.30 -0.01 -0.49
H 14.299530 8.002540 15.875660 0.14 0.07 0.08
C 15.476750 12.837540 17.899110 1.35 -0.61 -2.49
C 16.132420 12.908970 16.481690 0.11 1.20 0.37
C 15.835810 14.191040 15.658570 3.29 -1.61 1.98
O 17.552110 12.785820 16.621730 -0.23 -0.67 -0.22
H 15.515330 11.782540 18.170400 0.69 1.06 0.28
H 14.406610 13.043430 17.876190 2.61 -0.31 -1.45
H 15.995070 13.376330 18.692300 0.07 0.49 -0.49
H 15.702910 12.067650 15.937810 0.74 -0.20 -0.13
H 16.346950 14.213420 14.696100 0.68 0.68 2.04
H 16.266450 15.045350 16.180880 0.53 -0.78 -0.03
H 14.763910 14.356250 15.549790 3.25 -3.38 0.03
H 17.830440 13.649290 16.935640 0.25 0.05 0.05
C 13.370320 17.715100 17.897630 0.98 0.39 0.00
C 13.351540 16.958020 16.552690 -0.69 0.83 2.24
C 14.331120 15.751600 16.606660 -2.28 4.14 0.18
O 12.013170 16.468110 16.361280 9.41 1.74 4.46
H 13.184090 17.085590 18.767760 0.06 -0.38 -0.13
H 12.666280 18.538830 18.015510 0.30 -0.03 -0.41
H 14.356860 18.163080 18.016600 0.20 -0.04 0.16
H 13.550390 17.707510 15.786630 0.46 -0.23 -0.45
H 13.916260 15.097940 17.373950 0.35 -0.14 -0.22
H 15.365980 16.007830 16.833620 -1.00 0.94 0.65
H 14.400220 15.292770 15.620350 -1.78 3.77 2.33
H 11.367320 17.154840 16.179950 1.08 -0.07 -0.85
C 9.300780 12.074620 12.676520 -0.83 1.31 -0.35
C 10.178240 11.134040 13.373350 1.45 -0.93 2.42
C 10.100410 11.273690 14.949830 0.33 0.45 -4.46
O 9.778700 9.833500 13.044050 0.07 -1.51 -0.41
H 9.335170 12.138570 11.588940 0.67 -0.28 -0.13
H 9.417140 13.077430 13.087550 0.00 -0.52 -0.21
H 8.280880 11.734120 12.855330 -0.09 0.23 0.31
H 11.257240 11.177640 13.225210 -1.15 -0.08 -0.84
H 10.623280 12.160500 15.308000 -0.44 -0.16 -0.68
H 10.522290 10.458910 15.538270 -0.39 0.17 -1.40
H 9.057580 11.440870 15.219380 -0.13 -0.10 -2.80
H 10.464110 9.547600 12.435720 -0.33 -0.58 -0.10
C 10.769010 9.178330 17.229320 0.59 0.38 1.69
C 9.787290 10.097230 17.989860 -1.23 -1.12 -1.33
C 9.498220 11.453110 17.306230 -0.02 -3.27 2.11
O 8.552040 9.344900 18.080470 -0.16 0.46 1.07
H 10.519050 9.023030 16.179800 0.52 0.06 0.23
H 10.943820 8.186860 17.647090 -0.92 -0.15 0.44
H 11.724750 9.613710 17.521050 0.32 0.05 -1.26
H 10.179370 10.283100 18.989770 -0.34 -0.39 0.25
H 9.273050 11.286850 16.252780 -0.37 -0.58 4.10
H 10.359330 12.121280 17.294650 -0.39 -1.58 0.63
H 8.601510 11.971580 17.645630 0.21 -0.95 1.13
H 8.270890 9.079220 17.201850 0.17 0.10 -0.17
```
Positions in Å, forces in eV/Å.

E   -63424.158 eV
HOMO energy   -7.923 eV
Energy above the lowest of the compared OMol25 structures with the same formula, charge and spin   825.66 kcal per mole
E_LUMO   0.2 eV
Kohn-Sham gap   8.0791 eV

***

Entry 2:
This record from the OMol25 dataset describes one molecule with the formula C4H8O2 at a distorted geometry. The level of theory is ωB97M-V with the def2-TZVPD basis set.

Structure (XYZ):
```
14
Properties=species:S:1:pos:R:3:forces:R:3
C 1.926213 0.322472 -0.711312 -0.12 -1.06 -1.17
C 0.780781 -0.371074 0.080266 -0.04 3.71 -0.14
O 0.748817 0.332307 1.066851 -1.38 -1.22 2.84
C -0.576859 -1.000646 -0.397860 0.43 -0.02 -0.19
C -1.676010 0.020810 -0.017402 -0.02 -0.38 0.10
O -1.421358 1.284732 -0.590856 0.18 0.15 0.13
H 2.908829 0.031847 -0.322792 -0.25 -0.24 -0.40
H 1.747494 0.082909 -1.736774 0.81 -0.13 -1.12
H 1.865679 1.433577 -0.604103 -0.35 -1.11 0.13
H -0.558008 -1.114035 -1.484795 0.09 0.02 0.04
H -0.849604 -1.984991 0.013193 0.50 0.29 0.13
H -1.755593 0.097575 1.075242 0.09 -0.07 -0.21
H -2.652160 -0.303114 -0.395730 0.27 -0.08 -0.05
H -0.678437 1.650200 -0.090977 -0.19 0.14 -0.11
```
Positions in Å, forces in eV/Å.

E   -8371.051 eV
HOMO energy   -9.424 eV
SMILES string   CC(=O)CCO
Energy above the lowest of the compared OMol25 structures with the same formula, charge and spin   51.44 kcal per mole
E_LUMO   0.6 eV
Kohn-Sham gap   9.9793 eV

***

Entry 3:
This record from the OMol25 dataset describes one molecule with the formula C5H8O at a distorted geometry. The level of theory is ωB97M-V with the def2-TZVPD basis set.

Structure (XYZ):
```
14
Properties=species:S:1:pos:R:3:forces:R:3
C 2.065346 -0.646820 0.157916 -1.32 0.90 -1.05
C -0.825176 0.166470 -0.837092 1.20 0.86 0.62
C 0.599573 -0.637209 -0.373002 -1.50 -1.37 0.17
C 2.842569 0.629966 0.075341 1.20 -2.62 -2.43
C -2.991532 0.065619 0.377344 -0.22 0.93 -1.39
O -1.609226 -0.185838 0.112399 0.85 -0.08 1.00
H 0.629546 -1.031853 -1.437901 0.82 -0.44 1.06
H 0.074184 -1.406011 0.294177 0.95 0.42 -1.08
H 2.587060 1.249504 -0.741767 -0.78 1.13 -0.73
H 3.938837 0.439536 -0.068501 -0.85 0.04 0.89
H 2.592834 1.049046 0.988049 -0.20 1.30 2.15
H -3.170760 -0.713362 1.063369 -0.95 -1.00 0.55
H -3.610004 0.017604 -0.556729 0.54 0.12 0.92
H -3.123249 1.003345 0.946398 0.26 -0.20 -0.68
```
Positions in Å, forces in eV/Å.

E   -7353.726 eV
HOMO energy (alpha / beta)   -7.576 / -7.576 eV
Energy above the lowest of the compared OMol25 structures with the same formula, charge and spin   196.68 kcal per mole
E_LUMO (alpha / beta)   0.1 / 0.1 eV
Kohn-Sham gap (alpha / beta)   7.6725 / 7.6726 eV

***

Entry 4:
This record from the OMol25 dataset describes C2H5NO2S as an isolated structure at a distorted geometry. The level of theory is ωB97M-V with the def2-TZVPD basis set.

Structure (XYZ):
```
11
Properties=species:S:1:pos:R:3:forces:R:3
C 0.971878 0.106779 -0.042358 -4.23 3.78 1.01
C -0.888209 0.438399 0.613577 3.50 -1.20 -0.42
N 1.434686 -1.095604 0.208651 0.45 -0.38 -0.28
O 1.347496 1.104979 -0.621799 0.44 -1.60 0.12
O -1.104582 1.712008 0.228205 -3.69 -0.88 2.38
S -1.818732 -0.942729 -0.304328 0.59 1.33 -0.41
H -0.860696 0.470771 1.740772 -0.57 -1.22 -1.17
H 0.729022 -1.673653 0.626844 0.01 -0.54 -0.10
H 2.027097 -1.492856 -0.502623 0.35 -0.31 0.17
H -0.443557 1.945328 -0.332561 3.52 1.34 -3.08
H -1.394406 -0.573420 -1.614380 -0.37 -0.32 1.77
```
Positions in Å, forces in eV/Å.

E   -18573.800 eV
HOMO energy   -8.761 eV
Energy above the lowest of the compared OMol25 structures with the same formula, charge and spin   40.80 kcal per mole
E_LUMO   0.5 eV
Kohn-Sham gap   9.2877 eV

***

Entry 5:
This record from the OMol25 dataset describes a 2-piece molecular cluster, C2H2N2O overall at a distorted geometry. The level of theory is ωB97M-V with the def2-TZVPD basis set.

Structure (XYZ):
```
7
Properties=species:S:1:pos:R:3:forces:R:3
N 1.564547 -1.235222 0.217317 0.19 0.58 0.04
N 1.954704 -0.187867 0.111823 -1.28 -3.81 0.27
O 2.371413 0.868479 -0.023482 1.15 3.20 -0.30
C -1.240037 -0.008433 -0.598401 -1.25 -0.49 0.56
C -1.838359 0.348622 0.386671 1.55 0.30 -0.63
H -0.983536 -0.627145 -1.403722 0.44 -0.12 -0.81
H -1.828733 0.841565 1.309796 -0.79 0.33 0.86
```
Positions in Å, forces in eV/Å.

E   -7129.599 eV
HOMO energy   -10.837 eV
SMILES string   N#[N+][O-].C#C
Energy above the lowest of the compared OMol25 structures with the same formula, charge and spin   97.87 kcal per mole
E_LUMO   1.1 eV
Kohn-Sham gap   11.9656 eV

***

Entry 6:
This record from the OMol25 dataset describes one molecule with the formula C4H2Cl5N at a distorted geometry. The level of theory is ωB97M-V with the def2-TZVPD basis set.

Structure (XYZ):
```
12
Properties=species:S:1:pos:R:3:forces:R:3
N -0.434460 0.603019 3.427928 0.26 -1.27 -2.25
C -0.290864 0.161937 2.354302 -0.54 2.29 2.33
C 0.008807 -0.136417 0.975260 -3.81 -2.73 -0.71
C -0.403377 0.847686 -0.128608 1.51 -0.18 -0.55
Cl 0.277325 2.426060 0.325211 -0.12 0.37 0.11
Cl -2.191898 0.954490 -0.294366 1.08 0.01 -0.22
C -0.677058 -1.841720 0.694984 2.94 2.83 1.38
Cl -1.864362 -2.035611 1.914028 -0.78 -0.77 0.00
Cl 0.766847 -2.910851 0.940271 -0.44 0.20 0.42
Cl -1.137371 -2.044588 -0.907909 -0.95 -0.25 -1.48
H 1.004532 -0.320593 0.958700 3.17 -0.44 -0.56
H 0.269315 0.629153 -1.074835 -2.34 -0.07 1.53
```
Positions in Å, forces in eV/Å.

E   -68280.666 eV
HOMO energy   -10.954 eV
SMILES string   N#C[C@H](C(Cl)Cl)C(Cl)(Cl)Cl
Energy above the lowest of the compared OMol25 structures with the same formula, charge and spin   17.99 kcal per mole
E_LUMO   0.2 eV
Kohn-Sham gap   11.1381 eV

***

Q: E of number 4 (C2H5NO2S)?
A: -18573.800 eV